(1)
A structure of composition C5H7NO, computed with ωB97M-V/def2-TZVPD.

The geometry in XYZ format:
```
14
Properties=species:S:1:pos:R:3:forces:R:3:nbo_charge:R:1
C 2.5277 0.0364 0.7274 -0.49 1.06 0.01 -0.478
N 1.1655 0.5056 0.8483 -1.82 -0.20 1.12 -0.486
C 0.2353 0.1219 0.1256 -0.06 0.02 0.71 0.527
O 0.0437 -1.0933 -0.5303 0.09 -0.10 -0.21 -0.505
C -1.2003 -0.5814 -1.0484 -0.31 -0.10 -0.40 0.083
C -2.1431 -0.2282 0.0498 -0.22 -0.20 0.03 -0.419
C -1.0420 0.7309 -0.3410 -0.09 0.13 0.05 -0.322
H 2.4466 1.0509 0.1815 3.24 -1.68 -1.07 0.288
H 3.1471 0.2417 1.6039 -0.48 -0.09 0.11 0.202
H 2.6756 -1.0303 0.4026 0.01 1.37 -0.50 0.204
H -1.4449 -0.8331 -2.0715 -0.03 0.09 0.12 0.212
H -2.0817 -0.7454 1.0045 -0.02 0.06 -0.17 0.228
H -3.1379 0.0770 -0.2614 0.11 -0.11 0.01 0.226
H -1.1916 1.7473 -0.6911 0.06 -0.25 0.18 0.238
```
Forces are in eV/Å.

Summary:
- HOMO level (eV) = -8.8
- Kohn-Sham gap (eV) = 9.88
- charge = 0



(2)
An isolated molecule of C5H7NO, computed with ωB97M-V/def2-TZVPD.

The geometry in XYZ format:
```
14
Properties=species:S:1:pos:R:3:forces:R:3:nbo_charge:R:1
C -1.3582 -1.2548 0.1476 -0.03 -0.02 -0.02 -0.599
C -0.3090 -0.1905 0.4578 0.09 -0.07 0.08 -0.279
C 0.9423 -0.3023 -0.4498 0.06 0.13 -0.10 -0.605
C 2.0782 0.6300 -0.3448 -0.19 -0.36 0.21 0.018
O 0.3261 3.1444 -0.5865 -0.39 0.03 0.13 -0.373
C -0.7741 1.2204 0.2645 0.46 0.58 -0.30 0.134
N -0.2377 2.1774 -0.1519 -0.23 -0.34 0.15 0.198
H -2.2077 -1.1940 0.8334 0.12 0.03 -0.10 0.224
H -0.9070 -2.2483 0.2468 -0.08 0.14 0.00 0.214
H -1.7337 -1.1532 -0.8759 0.07 0.01 0.14 0.215
H -0.0037 -0.2841 1.5084 -0.02 0.03 -0.15 0.232
H 1.5248 -1.2200 -0.2088 0.04 0.00 -0.03 0.292
H 0.6381 -0.4425 -1.4969 0.08 -0.08 0.13 0.239
H 2.0216 1.1174 0.6560 0.02 -0.09 -0.15 0.089
```
Forces are in eV/Å.

Summary:
- HOMO level (eV) = -9.0
- Kohn-Sham gap (eV) = 8.56
- charge = 0



(3)
An isolated molecule of C5H7NO, computed with ωB97M-V/def2-TZVPD.

The geometry in XYZ format:
```
14
Properties=species:S:1:pos:R:3:forces:R:3:nbo_charge:R:1
C 1.0448 -0.7238 1.2939 0.05 -0.05 0.02 -0.617
C 0.0161 0.3362 0.8948 -0.04 0.03 0.02 -0.408
C -0.2295 0.4392 -0.6035 0.11 -0.11 0.11 0.106
C 0.8906 0.0875 -1.4795 0.72 -0.26 -0.57 0.257
N 1.7610 -0.2328 -2.1702 -0.80 0.33 0.68 -0.296
C -1.5775 0.3067 -1.1832 -0.20 -0.23 -0.08 -0.075
O -0.9644 1.5739 -1.0294 0.00 0.20 -0.02 -0.451
H 0.9286 -1.6428 0.7105 -0.02 0.10 0.09 0.214
H 0.9328 -0.9845 2.3501 0.03 0.07 -0.14 0.221
H 2.0669 -0.3624 1.1448 -0.16 -0.08 -0.05 0.220
H -0.9490 0.1322 1.3708 0.12 0.05 -0.08 0.214
H 0.3337 1.3267 1.2393 -0.01 -0.13 -0.05 0.227
H -1.6998 -0.0317 -2.2109 0.06 0.04 0.15 0.198
H -2.4075 0.1028 -0.5072 0.15 0.02 -0.08 0.189
```
Forces are in eV/Å.

Summary:
- SMILES = CC[C@@]1(C#N)CO1
- HOMO level (eV) = -11.1
- Kohn-Sham gap (eV) = 11.95
- charge = 0



(4)
A structure of composition C5H7NO, computed with ωB97M-V/def2-TZVPD.

The geometry in XYZ format:
```
14
Properties=species:S:1:pos:R:3:forces:R:3:nbo_charge:R:1
C -0.7042 2.5657 0.2650 0.07 0.14 0.01 -0.434
N -0.5740 1.1918 0.6868 0.01 -0.41 0.07 -0.480
C -0.1383 0.1944 0.0870 -0.23 0.31 0.45 0.574
O 0.4581 -0.0215 -1.1632 -0.05 0.21 0.03 -0.505
C 0.3012 -1.4472 -0.9657 -0.03 -0.23 -0.26 0.081
C 1.1233 -1.9118 0.1768 0.16 -0.05 -0.02 -0.417
C -0.2220 -1.2562 0.4283 -0.10 0.05 0.09 -0.322
H -1.1983 3.0871 1.0921 0.06 0.07 -0.30 0.200
H 0.2457 3.0858 0.0746 -0.11 -0.31 -0.05 0.197
H -1.3374 2.6454 -0.6264 0.14 0.03 0.07 0.198
H -0.0836 -2.0226 -1.7980 0.11 0.06 0.12 0.214
H 2.0524 -1.4089 0.4332 -0.18 0.02 -0.07 0.228
H 1.1177 -2.9848 0.3463 0.01 0.12 -0.05 0.227
H -1.0407 -1.7171 0.9633 0.13 0.01 -0.09 0.240
```
Forces are in eV/Å.

Summary:
- HOMO level (eV) = -9.4
- Kohn-Sham gap (eV) = 10.47
- charge = 0



(5)
An isolated molecule of C5H7NO, computed with ωB97M-V/def2-TZVPD.

The geometry in XYZ format:
```
14
Properties=species:S:1:pos:R:3:forces:R:3:nbo_charge:R:1
C 1.5672 0.0804 0.3643 0.19 0.07 0.27 -0.609
C 0.1869 0.4875 0.9278 0.34 -0.60 -0.22 -0.414
C -0.8258 0.1478 -0.1451 -0.51 0.99 -0.41 0.110
C -0.9766 1.1718 -1.1955 0.10 0.61 -0.73 0.259
N -1.0685 2.0012 -1.9996 0.11 -0.99 0.95 -0.300
C -1.0588 -1.2489 -0.4989 0.66 -0.07 0.51 -0.090
O -2.0799 -0.4845 0.1429 0.23 0.02 -0.27 -0.448
H 1.6640 -1.0022 0.1949 -0.24 0.29 0.10 0.206
H 2.3373 0.3551 1.0846 0.11 0.04 -0.10 0.220
H 1.7947 0.5723 -0.5913 -0.14 0.03 0.28 0.217
H -0.0675 -0.1375 1.7908 0.10 0.17 0.00 0.225
H 0.2060 1.5411 1.2469 -0.31 -0.37 -0.29 0.230
H -1.0944 -1.5696 -1.5424 -0.61 0.13 0.33 0.206
H -0.5846 -1.9145 0.2206 -0.04 -0.33 -0.42 0.187
```
Forces are in eV/Å.

Summary:
- SMILES = CC[C@@]1(C#N)CO1
- HOMO level (eV) = -11.1
- Kohn-Sham gap (eV) = 11.91
- charge = 0



(6)
An isolated molecule of C5H7NO, computed with ωB97M-V/def2-TZVPD.

The geometry in XYZ format:
```
14
Properties=species:S:1:pos:R:3:forces:R:3:nbo_charge:R:1
O -1.1974 -2.4493 0.1774 0.11 0.58 0.01 -0.490
C -0.9390 -1.2816 0.2217 -0.16 -0.49 -0.04 0.588
C -0.4063 -0.3237 1.2888 0.05 -0.14 0.15 -0.351
N -0.3846 0.7618 0.2776 0.11 0.05 -0.13 -0.415
C 0.9395 1.1918 -0.1754 0.17 0.12 -0.20 -0.411
C 1.5989 0.2604 -1.1460 0.32 0.10 0.58 -0.012
C -0.9546 -0.1241 -0.7819 -0.23 -0.07 -0.26 -0.337
H -1.1107 -0.1315 2.1075 0.12 -0.02 -0.15 0.231
H 0.5681 -0.5932 1.7183 -0.14 -0.03 -0.12 0.214
H 1.6643 1.2339 0.6606 -0.02 0.07 -0.09 0.245
H 0.8657 2.2118 -0.5676 0.01 -0.14 0.02 0.209
H 1.4775 -0.7651 -0.7311 0.02 0.16 -0.09 0.082
H -0.2904 -0.2431 -1.6598 -0.32 -0.15 0.11 0.214
H -1.9327 0.1695 -1.1696 -0.06 -0.02 0.20 0.231
```
Forces are in eV/Å.

Summary:
- HOMO level (alpha / beta) (eV) = -9.0 / -9.0
- Kohn-Sham gap (alpha / beta) (eV) = 8.13 / 8.12
- charge = 0



(7)
A cluster of 2 separate species, C5H7NO in total, computed with ωB97M-V/def2-TZVPD.

The geometry in XYZ format:
```
14
Properties=species:S:1:pos:R:3:forces:R:3:nbo_charge:R:1
C -1.5188 1.1305 0.0991 0.12 0.47 -0.11 -0.262
C -1.5787 -0.0659 -0.0150 0.32 1.21 0.24 0.131
N -1.5148 -1.4022 -0.1101 -0.66 -0.07 -0.92 -0.647
C -0.9809 -2.2196 0.8367 0.36 -0.32 0.62 0.543
O -0.9386 -3.4173 0.7328 0.00 -0.02 -0.02 -0.565
H -1.2873 2.2014 0.1079 -0.46 -1.17 0.06 0.253
H -1.9004 -1.8372 -0.9413 0.07 -0.08 0.21 0.423
H -0.5877 -1.6570 1.7005 -0.04 -0.05 -0.04 0.124
C 1.6233 0.5816 -0.5628 0.16 0.30 0.01 -0.361
C 1.6751 1.8569 -0.2003 1.31 -0.49 -0.42 -0.405
H 1.8660 -0.2223 0.1133 -0.09 -0.08 0.27 0.189
H 1.4007 0.2755 -1.5720 -0.22 0.06 -0.18 0.191
H 1.6428 2.6410 -0.9406 -0.50 0.17 -0.07 0.193
H 2.0993 2.1347 0.7519 -0.38 0.07 0.35 0.194
```
Forces are in eV/Å.

Summary:
- SMILES = C#CNC=O.C=C
- HOMO level (eV) = -9.2
- Kohn-Sham gap (eV) = 10.19
- charge = 0



(8)
An isolated molecule of C5H7NO, computed with ωB97M-V/def2-TZVPD.

The geometry in XYZ format:
```
14
Properties=species:S:1:pos:R:3:forces:R:3:nbo_charge:R:1
C -1.5926 0.2582 0.3644 -0.20 0.10 -0.01 -0.616
C -0.6193 -0.8729 0.0940 -0.10 0.10 -0.13 -0.403
C 0.7253 -0.3515 -0.3762 -0.77 0.74 -0.43 0.081
C 0.7032 0.4916 -1.5670 -0.06 0.54 -1.55 0.250
N 0.6942 1.3417 -2.3514 -0.06 -0.87 0.50 -0.307
C 1.5983 0.2916 0.5806 0.66 -1.03 0.10 -0.092
O 1.7514 -1.2189 -0.1067 0.48 1.39 1.88 -0.446
H -1.2120 0.9384 1.1372 -0.07 -0.14 -0.13 0.201
H -2.5489 -0.1354 0.7106 0.00 0.09 -0.05 0.223
H -1.7578 0.8422 -0.5453 -0.09 -0.01 0.14 0.221
H -0.4662 -1.5039 0.9813 0.17 0.30 -0.22 0.228
H -0.9747 -1.5378 -0.6992 -0.14 0.06 0.09 0.224
H 2.5459 0.7115 0.2875 -0.31 0.45 -0.44 0.222
H 1.1532 0.7450 1.4901 0.53 -1.74 0.25 0.213
```
Forces are in eV/Å.

Summary:
- SMILES = CC[C@@]1(C#N)CO1
- HOMO level (eV) = -10.8
- Kohn-Sham gap (eV) = 11.29
- charge = 0



(9)
An isolated molecule of C5H7NO, computed with ωB97M-V/def2-TZVPD.

The geometry in XYZ format:
```
14
Properties=species:S:1:pos:R:3:forces:R:3:nbo_charge:R:1
C -1.6788 0.3371 0.5234 -0.07 0.03 0.01 -0.633
C -0.4347 -0.3635 0.0732 0.03 -0.08 -0.02 -0.137
C -0.2637 -1.6700 -0.2517 -0.13 0.10 0.09 0.090
O 1.0163 -1.9165 -0.6243 0.03 -0.01 -0.01 -0.404
C 1.6919 -0.7420 -0.5229 0.00 0.17 0.10 0.055
C 0.8606 0.2489 -0.1107 0.03 -0.28 -0.10 0.056
N 1.2147 1.6053 0.0877 -0.09 0.01 0.04 -0.825
H -2.5756 -0.2226 0.2433 0.13 0.06 0.04 0.225
H -1.7463 1.3291 0.0614 -0.03 -0.14 0.05 0.214
H -1.7039 0.4804 1.6105 0.05 -0.03 -0.15 0.218
H -0.9312 -2.5224 -0.2591 0.11 0.20 -0.02 0.200
H 2.7451 -0.7631 -0.7571 -0.15 0.00 0.00 0.203
H 0.5653 2.0736 0.7043 0.01 -0.02 0.04 0.366
H 1.2404 2.1257 -0.7779 0.07 -0.02 -0.06 0.371
```
Forces are in eV/Å.

Summary:
- SMILES = Cc1cocc1N
- HOMO level (eV) = -8.3
- Kohn-Sham gap (eV) = 9.23
- charge = 0



(10)
A cluster of 2 separate species, C5H7NO in total, computed with ωB97M-V/def2-TZVPD.

The geometry in XYZ format:
```
14
Properties=species:S:1:pos:R:3:forces:R:3:nbo_charge:R:1
C -0.8700 -0.8254 1.0636 -0.29 0.01 -0.23 -0.680
C -0.5538 0.4988 0.4425 -1.19 -0.02 -1.08 0.101
C 0.7409 0.7297 -0.2791 -0.10 0.03 -0.49 -0.685
C 1.7972 -0.3248 -0.4103 -0.09 -0.25 0.21 0.452
O 1.7314 -1.4639 -0.0136 0.07 0.49 -0.11 -0.529
C -1.6397 0.6630 -1.2925 1.67 -0.07 0.61 0.116
N -1.2928 0.8026 -2.4027 -1.63 -0.19 1.17 -0.466
H -0.7675 -1.6004 0.3073 -0.13 -0.08 0.16 0.256
H -1.8813 -0.7925 1.4658 0.04 -0.19 0.00 0.227
H -0.1608 -1.0969 1.8618 -0.08 0.43 -0.24 0.256
H -0.9494 1.3759 0.9412 -0.06 -0.08 0.01 0.219
H 0.2254 0.7378 -1.2464 1.76 0.16 -0.43 0.363
H 1.1346 1.7451 -0.1924 0.09 -0.18 0.29 0.248
H 2.6684 0.0193 -1.0079 -0.06 -0.04 0.15 0.122
```
Forces are in eV/Å.

Summary:
- HOMO level (eV) = -10.3
- Kohn-Sham gap (eV) = 9.47
- charge = 0



(11)
An isolated molecule of C5H7NO, computed with ωB97M-V/def2-TZVPD.

The geometry in XYZ format:
```
14
Properties=species:S:1:pos:R:3:forces:R:3:nbo_charge:R:1
C -1.8628 -0.0454 -0.2916 -0.02 -0.01 -0.04 -0.625
C -0.5648 -0.6376 0.2981 0.04 -0.04 0.10 -0.421
C 0.7504 0.0531 -0.1050 -0.20 0.11 0.04 0.106
C 0.5706 1.2729 -0.8895 -0.27 0.82 -0.48 0.264
N 0.2692 2.2211 -1.4791 0.53 -0.80 0.51 -0.301
C 1.9876 -0.0905 0.6848 0.06 0.09 0.22 -0.077
O 1.8149 -0.7814 -0.5388 0.00 -0.12 -0.17 -0.452
H -1.6834 0.9026 -0.8031 -0.08 -0.14 0.10 0.231
H -2.5978 0.1553 0.4924 0.11 -0.12 -0.10 0.217
H -2.3215 -0.7170 -1.0227 0.10 0.06 0.14 0.218
H -0.6225 -0.6341 1.3909 0.04 0.03 -0.14 0.218
H -0.4412 -1.6830 -0.0016 -0.03 0.13 0.04 0.237
H 2.7489 0.6902 0.6808 -0.21 -0.08 -0.05 0.197
H 1.9524 -0.7063 1.5844 -0.06 0.07 -0.17 0.190
```
Forces are in eV/Å.

Summary:
- SMILES = CC[C@@]1(C#N)CO1
- HOMO level (eV) = -11.1
- Kohn-Sham gap (eV) = 12.00
- charge = 0



(12)
An isolated molecule of C5H7NO, computed with ωB97M-V/def2-TZVPD.

The geometry in XYZ format:
```
14
Properties=species:S:1:pos:R:3:forces:R:3:nbo_charge:R:1
C -1.1391 -2.1640 0.4900 0.13 0.02 -0.02 -0.264
C -0.5726 -1.1138 0.6586 0.80 -1.92 0.98 -0.005
C -0.0051 0.1754 0.4476 -1.60 0.32 -0.73 -0.380
C -1.5226 0.5251 -0.2659 0.81 1.27 -0.31 -0.546
C 1.2928 0.0974 -0.4306 -0.47 -0.05 -0.49 0.681
N 2.3359 0.9545 -0.1224 -0.21 -0.24 0.12 -0.831
O 1.3745 -0.6706 -1.3643 -0.15 0.39 0.29 -0.581
H -1.9334 -2.7101 0.0401 0.07 -0.55 0.34 0.231
H 0.1299 0.8942 1.2662 -0.15 -0.62 0.07 0.227
H -1.7337 1.4970 0.1383 -0.20 0.87 -0.52 0.204
H -2.4492 -0.0727 -0.0658 1.60 0.12 0.41 0.240
H -1.3797 0.4763 -1.3389 0.10 0.46 -0.16 0.228
H 3.1928 0.7793 -0.6410 -0.41 -0.04 0.13 0.405
H 2.4800 1.3187 0.8077 -0.32 -0.04 -0.10 0.391
```
Forces are in eV/Å.

Summary:
- SMILES = C#C[C@H](C)C(N)=O
- HOMO level (eV) = -8.9
- Kohn-Sham gap (eV) = 9.74
- charge = 0



Calculated total energy for every record listed, in sequence, given in eV: -8831.8954, -8829.0095, -8834.4179, -8833.4650, -8834.2659, -8830.1951, -8832.8390, -8833.0906, -8835.3488, -8832.3055, -8834.2061, -8832.7215.
Energy relative to the best compared isomer or geometry (same formula, charge and spin) for every record listed, in sequence, given in kcal per mole: 99.3, 165.9, 41.2, 63.1, 44.7, 138.5, 77.6, 71.8, 19.7, 89.9, 46.0, 80.3.
Molecular weight for every record listed, in sequence, given in g mol⁻¹: 97.12, 97.12, 97.12, 97.12, 97.12, 97.12, 97.12, 97.12, 97.12, 97.12, 97.12, 97.12.